DFT (ωB97M-V/def2-TZVPD) results for an isolated ion of composition C5H13N2 and charge +1.

```
20
C5H13N2 ωB97M-V/def2-TZVPD
C 1.5009 -2.3200 0.0765
C 0.8180 -1.6361 0.9683
C -0.5825 -1.1205 0.6713
C -0.6466 0.1495 -0.1936
N -1.6862 1.1352 0.2952
C 0.6277 1.0017 -0.3312
N 0.3366 2.0340 -1.3058
H 1.0433 -2.5676 -0.8849
H 2.4254 -2.8855 0.1352
H 1.1960 -1.3867 1.9490
H -1.1242 -0.9642 1.6020
H -1.1186 -1.9266 0.1619
H -0.9297 -0.0934 -1.2061
H -1.5280 1.9999 -0.2359
H -2.6308 0.7850 0.1109
H -1.6276 1.2153 1.3083
H 1.4516 0.3409 -0.5887
H 0.8456 1.4358 0.6518
H 0.7739 1.8469 -2.1999
H 0.6597 2.9558 -1.0389
```

The max |F| comes out at 0.034 hartree/bohr. The calculation puts the total energy at -307.5503 a.u. The total charge is +1. Its energy above the lowest of the compared OMol25 structures with the same formula, charge and spin is 187.3 kJ/mol. The calculation puts the LUMO energy at -3.26 eV. The HOMO energy comes out at -13.484 eV. The value obtained for the HOMO-LUMO gap is 10.23 eV. As for the SMILES: C=CC[C@@H]([NH3+])CN.

Results of the Löwdin charge analysis, in e, for atoms 1 through 5: atom 1 (C): 0.02, atom 2 (C): -0.18, atom 3 (C): -0.14, atom 4 (C): -0.28, atom 5 (N): 0.21